67
Properties=species:S:1:pos:R:3:lowdin_charge:R:1 method="wB97M-V/def2-TZVPD" relative_energy_kcal_mol=8.19 mol_weight_g_mol=700.308 orbital_gap_ev=5.30 largest_force_ha_per_bohr=0.0174 lumo_energy_ev=1.94 e_homo_ev=-3.364 energy_ha=-2961.40021 total_charge=-1
K -0.03034 -0.36800 -0.58856 0.64
O -0.46399 3.10461 1.73378 0.10
C -1.31844 2.08250 1.51447 -0.51
O -1.57115 1.25854 2.34859 0.12
C -1.89694 2.17244 0.12605 -0.15
O -2.48209 0.94782 -0.22051 -0.17
C -2.92521 0.89459 -1.57590 -0.11
C -1.81893 0.74169 -2.65543 -0.71
O -2.18573 0.20587 -3.71420 -0.02
O -0.67226 1.17133 -2.36755 -0.16
H -0.11046 2.99756 2.62762 0.13
H -1.11925 2.45251 -0.58827 0.13
H -2.64518 2.98019 0.14164 0.15
H -3.48709 1.80016 -1.84240 0.13
H -3.59656 0.04190 -1.64125 0.13
N 1.16719 -1.56323 3.10278 0.13
C 1.91394 -0.49486 2.61463 -0.29
C 3.07572 -0.15886 3.33091 -0.02
C 3.85295 0.88612 2.88326 -0.07
C 3.46637 1.58204 1.74609 -0.08
C 2.31426 1.17676 1.10705 -0.18
N 1.55296 0.15710 1.52296 0.06
C -0.11966 -2.02048 2.84080 -0.29
C -0.74131 -2.77174 3.85208 -0.02
C -2.01678 -3.24438 3.63939 -0.08
C -2.65468 -2.95257 2.44117 -0.07
C -1.95917 -2.21734 1.50293 -0.15
N -0.71237 -1.77860 1.68127 0.08
H 1.53560 -1.92111 3.96688 0.12
H 3.35898 -0.72411 4.21062 0.10
H 4.76246 1.14819 3.40809 0.11
H 4.06512 2.38635 1.34435 0.10
H 1.98849 1.66252 0.19492 0.11
H -0.22674 -2.96153 4.78643 0.10
H -2.51570 -3.82457 4.40523 0.10
H -3.66011 -3.29241 2.23729 0.10
H -2.40901 -1.96977 0.54787 0.08
Te 4.00705 -1.22529 -1.43399 0.54
C 5.31237 -0.66843 -2.99773 -0.73
C 6.53990 -0.05267 -2.73021 -0.19
C 7.40958 0.30661 -3.74856 -0.13
C 7.07731 0.06302 -5.07677 -0.13
C 5.85988 -0.54167 -5.35999 -0.11
C 4.99306 -0.89986 -4.33685 -0.17
H 6.81207 0.14197 -1.69928 0.07
H 8.35409 0.78096 -3.50455 0.09
H 7.75479 0.34240 -5.87474 0.08
H 5.57682 -0.73500 -6.38897 0.08
H 4.04482 -1.36252 -4.57864 0.06
N 1.18607 -3.47744 -2.74492 0.09
C 0.02197 -2.80581 -2.87659 -0.93
S -1.33302 -3.22213 -1.95242 0.56
N -0.01526 -1.77740 -3.73622 0.07
C 0.96142 -1.42982 -4.71195 -0.23
C 1.25351 -0.08417 -4.90546 0.00
C 2.12913 0.28676 -5.91310 -0.07
C 2.71392 -0.67237 -6.72764 -0.13
C 2.42564 -2.01447 -6.52972 -0.10
C 1.54790 -2.39632 -5.52478 -0.04
H 1.19584 -4.11310 -1.96478 0.08
H 2.05433 -2.95517 -2.88103 0.00
H -0.85351 -1.18752 -3.75212 0.09
H 0.78914 0.64293 -4.24930 0.10
H 2.36937 1.33274 -6.05389 0.11
H 3.40362 -0.37422 -7.50812 0.10
H 2.88402 -2.77020 -7.15501 0.10
H 1.31237 -3.44096 -5.37716 0.11

=====

67
Properties=species:S:1:pos:R:3:mulliken_spin:R:1 method="wB97M-V/def2-TZVPD" s2=0.753 multiplicity=2 relative_energy_kcal_mol=0.00 mol_weight_g_mol=535.081 orbital_gap_ev="9.56 / 7.87" largest_force_ha_per_bohr=0.0551 lumo_energy_ev="0.53 / -0.99" e_homo_ev="-9.036 / -8.859" energy_ha=-3664.24319
Cu 0.11136 -0.35627 0.57565 0.77
C -1.06800 -3.31172 3.24376 0.00
C -0.51683 -2.30924 2.24191 -0.01
O 0.16557 -1.32828 2.61751 0.02
O -0.71093 -2.41054 1.00395 0.07
H -0.81985 -4.33841 2.99123 0.00
H -2.14908 -3.16385 3.26964 0.00
H -0.71491 -3.01874 4.23044 0.00
C 0.72850 2.71150 0.55390 0.00
O -0.42806 3.04439 -0.25109 0.00
O 0.40471 1.65708 1.31808 0.12
C 1.95962 2.52283 -0.38745 0.00
F 1.83688 1.56296 -1.30211 0.00
F 2.34396 3.64128 -1.02361 0.00
F 3.04919 2.20430 0.39397 0.00
C -0.50380 4.42927 -0.53430 0.00
C -1.62095 4.56100 -1.59738 0.00
H -2.53758 4.31204 -1.06481 0.00
H -1.61776 5.61662 -1.88353 0.00
H -1.49996 3.98350 -2.50961 0.00
H 0.39444 4.80929 -1.02652 0.00
H -0.74864 4.98471 0.37512 0.00
H 1.03789 3.55644 1.18228 0.01
C -0.27983 -2.78068 -3.03432 0.00
C 0.56839 -1.93238 -2.12014 0.00
C 1.68012 -1.26995 -2.96650 0.00
O -0.14757 -0.82904 -1.55734 0.00
H -1.17371 -3.13190 -2.51301 0.00
H 0.28728 -3.66886 -3.31309 0.00
H -0.60481 -2.22393 -3.91374 0.00
H 1.04250 -2.42474 -1.27350 0.00
H 2.23635 -2.07712 -3.45711 0.00
H 2.37837 -0.73556 -2.32580 0.00
H 1.32933 -0.65437 -3.79704 0.00
H -0.40211 -0.23333 -2.27049 0.00
C -3.89309 -1.11330 -0.37919 0.00
C -3.16202 0.22098 -0.36702 -0.01
C -4.12019 1.41636 -0.42192 0.00
O -4.68783 1.47960 -1.71236 0.00
C -5.18550 2.76167 -1.99289 0.00
N -2.10150 0.25662 0.63320 0.03
H -4.44058 -1.27246 -1.31039 0.00
H -4.65335 -1.03273 0.40690 0.00
H -3.28272 -2.01081 -0.29185 0.00
H -2.72636 0.21725 -1.37537 0.00
H -3.58016 2.31587 -0.10408 0.00
H -4.85687 1.30134 0.38749 0.00
H -4.48795 3.59830 -1.86393 0.00
H -6.16115 3.08864 -1.63036 0.00
H -5.20458 2.83901 -3.08748 0.00
H -1.99652 1.26372 0.79399 0.00
H -2.52650 -0.00341 1.52601 0.00
C 4.99474 -2.74344 2.34559 0.00
C 4.83393 -1.47942 3.16723 0.00
C 3.70054 -0.59980 2.56342 0.00
S 3.59882 -1.14090 0.85660 0.00
O 4.75622 -0.69178 0.11482 0.00
O 2.26600 -0.95524 0.31094 0.00
C 3.87223 -2.87955 1.33568 0.00
H 4.91741 -3.60061 3.02227 0.00
H 5.96790 -2.91040 1.88757 0.00
H 5.77525 -0.92563 3.15276 0.00
H 4.67658 -1.63305 4.23386 0.00
H 3.83569 0.45921 2.76166 0.00
H 2.75628 -0.92257 3.00886 0.00
H 4.16274 -3.40915 0.42951 0.00
H 2.94246 -3.29258 1.72353 0.00

=====

101
Properties=species:S:1:pos:R:3:lowdin_charge:R:1 method="wB97M-V/def2-TZVPD" mol_weight_g_mol=1070.877 orbital_gap_ev=6.18 largest_force_ha_per_bohr=0.3290 lumo_energy_ev=3.90 e_homo_ev=-2.285 energy_ha=-12200.45199 total_charge=-2
N 1.02496 2.37348 -3.91757 -0.16
S 0.17387 1.91478 -5.07042 0.48
O 0.37398 0.56769 -5.61907 -0.30
O -0.41302 2.87329 -5.96257 -0.29
F -1.07341 1.57633 -4.08983 -0.26
S 2.40827 2.50444 -4.88600 0.56
O 2.44443 3.59602 -5.77905 -0.27
O 3.14920 1.34722 -5.32879 -0.26
F 3.31773 3.07752 -3.67706 -0.19
Cl -1.10480 -0.41293 -1.79100 0.72
O 0.28585 -0.08840 -1.60438 -0.42
O -1.52575 0.64757 -2.70409 -0.33
O -1.29171 -1.71173 -2.29365 -0.31
O -1.65855 -0.28684 -0.54446 -0.43
C 0.38292 -3.17610 -0.62748 -1.12
Br 0.51995 -2.64550 1.29639 1.09
Br 0.17085 -5.15699 -0.76867 0.51
Br 1.86862 -2.36169 -1.80268 0.96
H -0.55915 -2.76989 -0.99572 -0.07
O 1.68079 1.64880 -0.59369 -0.25
P 2.20145 1.12176 0.73136 0.78
N 0.93324 0.30446 1.62385 -0.25
C 0.96669 -0.16999 2.99471 -0.17
C -0.35957 0.06550 0.98389 -0.27
N 2.67642 2.40402 1.84214 -0.29
C 3.22156 2.14958 3.17999 -0.13
C 2.46867 3.81550 1.49414 -0.12
N 3.48356 -0.01058 0.77636 -0.27
C 4.77452 0.50142 0.38014 -0.13
C 3.17712 -1.36195 0.41697 -0.27
H 2.00607 -0.46726 3.13400 0.07
H 0.40016 -1.07845 3.19928 0.04
H 0.69582 0.55467 3.76256 0.07
H -0.84805 0.95365 0.58305 0.06
H -1.05204 -0.49792 1.60930 0.03
H -0.03935 -0.48755 0.10088 0.03
H 3.61215 3.05958 3.63547 0.07
H 2.57646 1.66184 3.91079 0.04
H 4.03121 1.43337 3.04001 0.06
H 1.40908 3.93801 1.26972 0.04
H 2.90454 4.56638 2.15316 0.07
H 3.05196 3.96412 0.58540 0.08
H 4.92293 1.49498 0.80312 0.07
H 5.62836 -0.09737 0.69720 0.08
H 4.79164 0.62951 -0.70217 0.04
H 3.94254 -1.70278 -0.28023 0.06
H 2.19659 -1.35768 -0.05910 -0.10
H 3.15461 -1.96193 1.32670 0.05
O -5.06809 -1.74186 3.23105 -0.33
P -3.89819 -1.69940 2.28529 0.68
N -2.45277 -2.43628 2.87345 -0.26
C -2.60054 -3.48116 3.91984 -0.10
C -1.27991 -2.62419 2.05951 -0.59
N -3.35019 -0.10128 1.77036 -0.25
C -4.30100 0.68820 0.99936 -0.10
C -2.46921 0.64928 2.59992 -0.15
N -4.17452 -2.54053 0.81259 -0.28
C -4.78502 -3.91982 0.91576 -0.11
C -3.37877 -2.46025 -0.35357 -0.15
H -3.27795 -4.25983 3.56927 0.06
H -3.09495 -3.06282 4.79657 0.07
H -1.59401 -3.81204 4.17580 0.08
H -1.39645 -3.56083 1.51433 0.07
H -0.33288 -2.64926 2.59859 -0.08
H -1.17736 -1.81028 1.34179 0.00
H -4.67812 0.08047 0.17684 0.08
H -5.16358 1.05044 1.55868 0.09
H -3.84533 1.62628 0.68238 0.04
H -1.69378 -0.00328 3.00111 0.07
H -2.07596 1.47007 2.00012 0.02
H -3.09161 1.11328 3.36505 0.10
H -5.32569 -4.23367 0.02286 0.07
H -4.08745 -4.73762 1.09663 0.07
H -5.50765 -3.92994 1.73172 0.06
H -3.07539 -1.42569 -0.51403 0.04
H -3.98782 -2.66933 -1.23303 0.10
H -2.44047 -3.00619 -0.25537 0.06
C 5.48458 -0.12711 -2.89794 -0.04
O 4.34274 0.10240 -2.08447 -0.14
C 3.08632 0.36359 -2.57232 -0.52
O 2.34690 1.21599 -2.09206 -0.02
O 2.79764 -0.60509 -3.51882 -0.18
C 1.50927 -0.62085 -4.15706 -0.15
H 6.46208 0.09738 -2.47110 0.09
H 5.32911 0.25038 -3.90860 0.09
H 5.45712 -1.18338 -3.16558 0.08
H 1.45580 0.08421 -4.98660 -0.05
H 0.83427 -0.38040 -3.33569 0.04
H 1.33918 -1.65103 -4.46998 0.09
C -0.56211 2.92859 2.04651 -0.02
O -1.85665 2.91455 1.35729 -0.06
C -1.94453 2.48154 0.02546 -0.52
O -0.96608 2.17168 -0.70049 0.10
O -3.15732 2.57187 -0.30911 -0.01
C -3.57563 1.92092 -1.41735 -0.07
H -0.63244 2.15494 2.81111 0.08
H -0.28706 3.87792 2.50610 0.10
H 0.24473 2.66070 1.36435 0.04
H -4.60298 2.19569 -1.65642 0.11
H -3.57030 0.84385 -1.25007 0.08
H -3.03351 2.27736 -2.29322 0.11

=====

43
Properties=species:S:1:pos:R:3:lowdin_charge:R:1 method="wB97M-V/def2-TZVPD" smiles="CCCCC#Cc1ccc(C(=O)NNC(=O)Nc2cc(Cl)cc(Cl)c2)o1" relative_energy_kcal_mol=78.32 mol_weight_g_mol=394.258 orbital_gap_ev=8.69 largest_force_ha_per_bohr=0.0270 lumo_energy_ev=-0.07 e_homo_ev=-8.762 energy_ha=-2006.45708
C -5.51056 -0.91651 2.73408 -0.11
C -4.30774 -1.64587 2.14645 -0.27
C -4.67603 -2.59060 1.00246 -0.21
H -5.44731 -3.28641 1.33966 0.11
H -3.79416 -3.17357 0.72720 0.11
C -5.19127 -1.85974 -0.24493 -0.20
C -4.20592 -0.94672 -0.77173 0.00
C -3.37139 -0.19111 -1.20110 0.08
C -2.40054 0.69063 -1.69698 -0.27
C -2.30666 1.30799 -2.92512 0.01
C -1.13601 2.08187 -2.88567 0.03
C -0.58489 1.89209 -1.64004 -0.18
C 0.63057 2.45907 -1.06199 -0.42
O 1.36894 3.22521 -1.63980 0.11
N 0.89277 1.99968 0.21245 0.05
H 0.16658 1.50981 0.72172 0.15
N 1.91722 2.54063 0.97618 0.08
C 3.23104 2.10609 0.88088 -0.51
O 4.11820 2.73611 1.40020 0.09
N 3.35274 0.90022 0.24112 0.15
C 4.50477 0.16334 0.00494 -0.21
C 5.75157 0.54847 0.49095 -0.03
C 6.85259 -0.24526 0.22173 -0.66
C 6.75322 -1.41535 -0.51584 -0.14
C 5.50370 -1.77974 -0.98950 -0.67
C 4.38281 -1.00991 -0.74044 -0.05
H 3.42236 -1.31757 -1.12458 0.11
Cl 5.34053 -3.22922 -1.91096 0.68
H 7.62121 -2.02124 -0.71492 0.10
Cl 8.39406 0.23111 0.82264 0.70
H 5.84818 1.45596 1.06282 0.10
H 2.50687 0.53374 -0.17548 0.14
H 1.84067 3.52664 1.20696 0.16
O -1.35747 1.04346 -0.91411 0.09
H -0.73240 2.70290 -3.65837 0.12
H -2.99686 1.20814 -3.73715 0.12
H -6.09976 -1.30097 -0.00584 0.11
H -5.44143 -2.59021 -1.02004 0.12
H -3.57924 -0.91603 1.78639 0.10
H -3.83028 -2.23199 2.93496 0.11
H -5.94538 -0.22898 2.01276 0.07
H -6.27519 -1.62661 3.04265 0.07
H -5.21016 -0.33953 3.60541 0.07

=====

15
Properties=species:S:1:pos:R:3:mulliken_spin:R:1 method="wB97M-V/def2-TZVPD" s2=0.759 multiplicity=2 relative_energy_kcal_mol=64.63 mol_weight_g_mol=74.127 orbital_gap_ev="7.60 / 5.12" largest_force_ha_per_bohr=0.1014 lumo_energy_ev="-6.04 / -8.51" e_homo_ev="-13.633 / -13.633" energy_ha=-229.39027 total_charge=+1
C 1.80351 -1.53894 -1.59103 0.00
C 0.97823 -2.44776 -2.61180 0.00
H 2.12072 -0.60527 -2.15591 0.00
H 1.36036 -1.29859 -0.55061 0.00
H 2.71747 -1.96256 -1.40300 0.00
H 0.51885 -1.98778 -3.52103 0.00
H 0.23527 -3.07268 -2.04787 0.00
H 1.64207 -3.15510 -3.14527 0.00
N -1.45278 2.10114 3.54264 0.17
C -1.72062 1.95399 2.13643 -0.05
N -2.66357 2.19532 1.29400 0.83
H -2.04865 2.87534 3.97428 -0.01
H -0.37545 2.09227 3.71372 -0.01
H -0.75113 1.89571 1.65858 0.07
H -2.36429 2.95494 0.70687 -0.01

=====

26
Properties=species:S:1:pos:R:3:lowdin_charge:R:1 method="wB97M-V/def2-TZVPD" smiles="C/C(=C1/C=CC=C[C@H]1C#N)n1ccnc1" relative_energy_kcal_mol=100.38 mol_weight_g_mol=197.241 orbital_gap_ev=9.18 largest_force_ha_per_bohr=0.0629 lumo_energy_ev=0.06 e_homo_ev=-9.118 energy_ha=-627.99478
C -2.14193 1.42004 -2.39229 -0.18
C -2.54259 -0.81862 -0.27458 -0.08
C -2.32341 0.37380 0.64705 -0.07
C -1.99247 -0.74325 -1.48905 -0.08
C -1.20236 1.05726 0.44240 -0.10
C -1.08612 0.48497 -1.90172 -0.19
C 2.61676 -0.16944 2.88977 -0.17
C 2.71260 0.09862 1.58857 -0.03
C 0.68991 -0.59589 2.09656 -0.17
C -0.26177 0.59859 -0.56498 -0.13
C 1.84606 -0.47799 -1.33431 -0.01
C 0.95246 0.08704 -0.26527 -0.20
N -3.02614 2.04536 -2.76319 0.16
N 1.34811 -0.57056 3.20840 0.06
N 1.37116 -0.06670 1.04991 0.00
H -3.22229 -1.71181 0.10464 0.14
H -3.11398 0.75731 1.30485 0.12
H -2.03134 -1.44361 -2.43579 0.15
H -0.86259 1.85727 1.10808 0.14
H -0.52712 0.00984 -2.67110 0.11
H 3.39017 -0.32486 3.69373 0.12
H 3.54111 0.46362 1.09665 0.08
H -0.31493 -0.65003 2.05589 0.08
H 2.89884 -0.33768 -1.20414 0.07
H 1.59012 0.10541 -2.20433 0.07
H 1.69173 -1.44868 -1.78575 0.09